1.
Molecular formula: C4H6O2
Method: DFT, ωB97M-V/def2-TZVPD

Positions of all 12 atoms, in Å:
C1 -0.90761 1.21857 0.54142
C2 -0.33475 -0.17954 0.75317
O1 -0.93338 -1.03483 1.35251
C3 1.08613 -0.44718 0.03047
C4 0.48869 -1.07871 -1.19361
O2 -0.65028 -0.78317 -1.48435
H1 -1.76012 1.20897 -0.14915
H2 -0.15844 1.89983 0.13417
H3 -1.26448 1.59144 1.50542
H4 1.52023 0.53695 -0.17436
H5 1.91161 -1.06030 0.44430
H6 1.00239 -1.87203 -1.75999

Forces on the atoms, in the same order (eV/Å):
0.129 0.023 0.114
0.501 -0.044 0.633
0.625 0.395 -0.121
-0.667 0.171 0.264
-0.565 0.053 -0.386
0.452 -0.345 -0.793
0.261 -0.299 0.198
-0.098 -0.008 0.093
0.073 -0.025 -0.079
-0.021 -0.193 -0.302
-0.971 0.120 0.374
0.282 0.153 0.006

Output
Energy above the lowest of the compared OMol25 structures with the same formula, charge and spin   32.6 kcal per mole
Frontier orbital gap   10.5 eV
HOMO level   -9.659 eV
Spin multiplicity   1
Lowest unoccupied orbital energy   0.8425 eV
SMILES string   CC(=O)CC=O

Per-atom Löwdin charges, elementary charge units:
1 C -0.015
2 C -0.432
3 O 0.087
4 C -0.055
5 C -0.238
6 O 0.049
7 H 0.093
8 H 0.073
9 H 0.087
10 H 0.105
11 H 0.121
12 H 0.125

2.
Molecular formula: C30H45BrN2P2Pd
Method: DFT, ωB97M-V/def2-TZVPD

Positions of all 81 atoms, in Å:
N1 0.93577 -6.59844 0.97763
C1 2.07796 -5.91199 1.07541
C2 2.17669 -4.55693 0.73059
C3 1.00217 -3.87426 0.29814
C4 -0.16253 -4.67291 0.08084
C5 -0.14173 -6.02146 0.44472
C6 0.92839 -2.44281 0.25031
Pd1 0.31029 -0.03295 -0.22479
P1 -0.95096 2.63708 0.70483
C7 -0.34255 -1.78744 0.41827
C8 -0.88291 -1.66117 1.82379
C9 -2.26018 -1.77676 2.01905
C10 -2.82827 -1.43324 3.24451
C11 -1.99875 -0.96802 4.28299
C12 -0.60051 -1.03551 4.13353
C13 -0.04666 -1.39849 2.90495
Br1 -2.74999 -0.30286 5.79326
H1 1.84499 -1.84853 0.27159
H2 -1.13889 -2.09083 -0.27706
H3 3.11238 -4.03133 0.89430
H4 -1.08156 -4.23120 -0.30299
H5 2.94801 -6.46076 1.44511
H6 -1.03930 -6.63137 0.29474
H7 -2.87690 -2.16068 1.20398
H8 1.03056 -1.44795 2.75104
H9 -3.89643 -1.52482 3.37830
H10 0.05700 -0.77914 4.96350
P2 -0.44497 0.11246 -2.37865
C14 -0.86289 3.36002 2.41428
C15 -2.06273 4.15480 2.92009
H11 0.01094 4.02830 2.41392
H12 -0.65142 2.52197 3.09762
H13 -1.89259 4.43285 3.96727
H14 -2.17881 5.08152 2.35091
H15 -3.00347 3.60169 2.87496
C16 -2.04369 1.20276 1.14999
C17 -3.53669 1.50727 0.99547
H16 -1.77730 0.84460 2.15489
H17 -1.76120 0.38075 0.44983
H18 -4.11562 0.57498 0.98044
H19 -3.91240 2.11723 1.82465
H20 -3.72807 2.03443 0.05147
C18 0.84374 2.89112 0.33841
C19 1.29508 4.27370 -0.14149
H21 1.08814 2.13362 -0.43686
H22 1.37223 2.60768 1.26289
H23 2.11368 4.15233 -0.86361
H24 0.47969 4.82298 -0.62552
H25 1.68045 4.87021 0.69488
C20 0.33897 1.49775 -3.26639
C21 0.29591 1.45816 -4.79680
H26 1.37766 1.55217 -2.91266
H27 -0.16743 2.39821 -2.88640
H28 1.05783 0.78432 -5.20866
H29 -0.68332 1.16278 -5.19522
H30 0.51186 2.46682 -5.16842
C22 -2.24975 0.42259 -2.53779
C23 -3.11964 -0.73066 -2.04494
H31 -2.43754 0.62995 -3.60355
H32 -2.48760 1.34702 -1.98498
H33 -2.95581 -1.64530 -2.62439
H34 -2.95503 -0.97749 -0.98872
H35 -4.18292 -0.47295 -2.13555
C24 -0.13297 -1.39640 -3.36678
C25 1.31449 -1.88213 -3.43830
H36 -0.52992 -1.19622 -4.37554
H37 -0.74865 -2.18330 -2.91248
H38 1.35131 -2.78289 -4.06661
H39 1.98595 -1.13631 -3.88633
H40 1.70002 -2.17081 -2.45212
C26 4.77283 2.06074 0.14388
C27 4.13699 1.59769 1.29466
C28 3.04225 0.73203 1.17649
N2 2.56706 0.37223 -0.03372
C29 3.25768 0.68735 -1.15146
C30 4.34461 1.56477 -1.08886
H41 5.58305 2.78162 0.20827
H42 4.44514 1.90600 2.28662
H43 2.51772 0.35771 2.06214
H44 2.90193 0.26928 -2.09865
H45 4.80909 1.86277 -2.02312

Forces on the atoms, in the same order (eV/Å):
0.136 -0.412 -0.162
-0.325 0.627 -0.360
-0.545 -0.232 0.083
-0.153 -0.656 -0.020
0.418 -0.108 0.483
0.146 0.821 -0.272
1.004 -1.147 -0.081
0.886 0.673 0.286
-0.060 1.087 2.884
-1.704 -0.689 -0.160
0.359 0.219 -1.322
-0.326 0.106 0.457
0.575 -0.169 -0.423
0.916 -0.848 -1.699
-0.078 0.118 -0.067
-0.117 0.468 0.156
-0.546 0.475 1.328
-0.053 -0.323 0.371
0.234 -0.418 0.408
-0.121 0.031 -0.091
0.224 -0.149 0.078
-0.298 0.209 -0.045
0.413 0.096 0.197
0.023 0.266 0.216
-0.155 0.034 0.224
-0.033 0.088 0.147
-0.262 -0.058 -0.123
-0.807 -0.739 0.071
0.000 0.920 -0.361
-0.218 0.205 0.210
-0.192 -0.226 0.103
0.056 0.007 -0.351
-0.063 -0.063 -0.240
-0.046 -0.144 0.064
0.175 0.076 0.045
0.305 -1.333 -1.263
-0.184 0.414 -0.037
0.066 0.491 -0.174
-0.430 0.555 0.358
0.291 0.150 0.038
0.044 -0.144 -0.304
-0.097 -0.124 0.251
0.379 -1.553 -1.184
-0.268 0.395 0.076
0.103 0.652 0.355
-0.340 -0.048 -0.282
-0.282 0.003 0.200
0.274 0.009 0.031
-0.230 -0.090 -0.225
0.161 0.183 0.222
0.038 0.131 -0.173
-0.208 0.133 -0.146
0.110 -0.099 -0.072
-0.253 0.105 0.129
0.216 0.079 0.138
-0.041 -0.263 -0.040
0.160 0.118 -0.411
-0.349 -0.147 0.011
-0.155 -0.042 0.277
0.170 -0.207 -0.165
-0.048 0.176 0.062
0.126 0.140 -0.128
0.263 -0.057 -0.062
-0.266 0.076 -0.116
0.137 -0.094 -0.067
0.061 -0.180 0.255
0.021 0.118 -0.153
0.059 0.295 0.134
-0.151 -0.171 0.104
-0.087 0.164 -0.147
-0.387 -0.301 -0.070
-0.389 -0.344 0.131
0.634 0.671 -0.795
0.792 -0.593 0.379
0.125 0.669 0.994
-0.244 -0.215 -0.274
-0.087 -0.173 -0.033
0.130 0.006 -0.106
0.116 0.168 -0.360
0.107 0.163 0.418
0.144 -0.028 0.190

Output
Energy above the lowest of the compared OMol25 structures with the same formula, charge and spin   36.1 kcal per mole
Frontier orbital gap (alpha / beta)   5.9 / 4.9 eV
HOMO level (alpha / beta)   -12.659 / -13.776 eV
Spin multiplicity   3
Lowest unoccupied orbital energy (alpha / beta)   -6.7602 / -8.8500 eV
Charge   +2

Per-atom Löwdin charges, elementary charge units:
1 N 0.072
2 C -0.114
3 C 0.004
4 C -0.214
5 C -0.005
6 C -0.118
7 C -0.089
8 Pd 0.573
9 P 1.209
10 C -0.292
11 C -0.242
12 C -0.041
13 C -0.096
14 C -0.752
15 C -0.091
16 C -0.019
17 Br 0.890
18 H 0.088
19 H 0.081
20 H 0.112
21 H 0.104
22 H 0.119
23 H 0.119
24 H 0.129
25 H 0.115
26 H 0.116
27 H 0.116
28 P 0.878
29 C -0.362
30 C -0.115
31 H 0.083
32 H 0.100
33 H 0.093
34 H 0.086
35 H 0.056
36 C -0.397
37 C -0.104
38 H 0.071
39 H 0.006
40 H 0.089
41 H 0.069
42 H 0.077
43 C -0.422
44 C -0.097
45 H 0.007
46 H 0.076
47 H 0.086
48 H 0.082
49 H 0.089
50 C -0.391
51 C -0.117
52 H 0.051
53 H 0.083
54 H 0.079
55 H 0.077
56 H 0.088
57 C -0.373
58 C -0.134
59 H 0.094
60 H 0.068
61 H 0.077
62 H 0.039
63 H 0.092
64 C -0.370
65 C -0.126
66 H 0.097
67 H 0.078
68 H 0.092
69 H 0.067
70 H 0.057
71 C -0.025
72 C -0.034
73 C -0.142
74 N -0.071
75 C -0.123
76 C -0.026
77 H 0.126
78 H 0.119
79 H 0.109
80 H 0.095
81 H 0.120

3.
Molecular formula: C24H43FeN2P3Se
Method: DFT, ωB97M-V/def2-TZVPD

Positions of all 74 atoms, in Å:
Fe1 0.13868 0.38870 0.59150
P1 1.26779 1.40297 2.20917
P2 -0.68610 -1.33425 2.55412
P3 -1.94772 1.18935 1.03806
H1 0.32496 2.18256 -6.35020
C1 0.19379 3.23192 -6.01973
C2 0.80595 3.65329 -4.89244
H2 1.46027 2.99126 -4.31727
C3 3.02776 0.89987 2.42678
C4 0.86642 1.69204 3.98235
C5 1.37106 3.09594 1.52232
C6 -1.70228 -2.80647 2.12194
C7 0.78559 -2.13023 3.31680
C8 -1.62108 -0.78921 4.05706
C9 -2.06053 2.30221 -0.41600
C10 -2.31707 2.31413 2.43684
C11 -3.51827 0.27692 0.89720
H3 -0.41636 3.86718 -6.68507
H4 0.72713 4.71161 -4.57592
H5 3.62617 1.25066 1.58399
H6 3.08448 -0.19330 2.45095
H7 3.44535 1.31546 3.35100
H8 0.90787 0.75424 4.54409
H9 -0.12362 2.13301 4.11297
H10 1.60399 2.38205 4.40838
H11 1.85674 3.05590 0.53522
H12 1.96222 3.73646 2.19420
H13 0.36940 3.53694 1.39397
H14 -1.81755 -3.43366 3.01431
H15 -1.22584 -3.38953 1.33059
H16 -2.68654 -2.47795 1.77377
H17 0.45905 -2.87128 4.06484
H18 1.42583 -1.37499 3.79633
H19 1.36885 -2.64172 2.53804
H20 -1.70361 -1.64106 4.74895
H21 -2.63540 -0.46416 3.78910
H22 -1.10221 0.02623 4.57526
H23 -3.01584 2.84078 -0.33941
H24 -2.01613 1.69625 -1.33651
H25 -1.22847 3.01992 -0.38439
H26 -3.26145 2.84002 2.22711
H27 -1.51843 3.05822 2.57145
H28 -2.44927 1.75213 3.37110
H29 -4.32182 1.02622 0.78480
H30 -3.71718 -0.31050 1.80755
H31 -3.49644 -0.38404 0.01569
C12 -1.64011 -0.94834 -2.98941
C13 -0.67123 0.03015 -3.28648
C14 -0.87903 0.81716 -4.40876
C15 -2.04623 0.73404 -5.16995
C16 -3.05907 -0.15307 -4.79105
C17 -2.88672 -0.91535 -3.65595
Se1 -1.60321 -2.20670 -1.56169
H32 -0.88377 -1.06443 -0.75888
H33 0.18720 0.25979 -2.63091
H34 -0.11797 1.56118 -4.64368
H35 -2.17609 1.40232 -6.02667
H36 -3.98818 -0.23319 -5.35599
H37 -3.72649 -1.46769 -3.22102
N1 3.65451 -0.95241 -1.16399
C18 2.64481 -0.15341 -0.76989
N2 1.64236 -0.86987 -0.25470
C19 2.05365 -2.22509 -0.31177
C20 1.49426 -3.39606 0.18905
C21 2.19978 -4.60173 0.04169
C22 3.45535 -4.63463 -0.57086
C23 4.03159 -3.44760 -1.04255
C24 3.30633 -2.28367 -0.91235
H38 4.53781 -0.65355 -1.57694
H39 2.68626 0.91613 -0.87637
H40 0.52486 -3.35794 0.67716
H41 1.77214 -5.53228 0.40140
H42 3.97745 -5.59090 -0.65745
H43 5.01960 -3.41493 -1.49285

Forces on the atoms, in the same order (eV/Å):
0.306 -3.050 0.184
1.935 1.786 1.926
0.148 -0.829 0.438
-1.783 1.413 -0.545
-0.024 0.820 -0.037
0.570 0.043 0.437
-0.629 0.575 -1.209
-0.202 0.215 -0.133
-0.145 -0.192 -0.363
-0.428 -0.064 -0.136
0.147 0.287 0.176
0.049 0.249 -0.048
0.002 0.002 -0.016
0.093 0.137 -0.135
-0.246 0.096 0.247
0.237 0.038 0.180
-0.034 -0.274 0.045
0.461 -0.244 0.597
0.101 -0.834 -0.125
0.007 -0.022 0.047
0.091 0.153 0.090
-0.159 -0.064 -0.217
0.074 0.155 -0.097
0.100 -0.070 0.011
-0.067 -0.128 -0.215
-0.077 0.107 0.267
-0.167 -0.049 -0.322
0.372 -0.105 0.095
-0.041 0.060 -0.243
-0.186 -0.035 0.151
0.066 -0.152 0.080
0.181 0.295 -0.200
-0.191 -0.302 -0.071
-0.110 0.185 0.359
0.040 0.216 -0.252
0.267 -0.100 0.129
-0.245 -0.232 -0.142
0.278 0.009 -0.357
-0.075 0.368 0.227
-0.259 -0.104 -0.200
0.302 -0.168 -0.054
-0.321 -0.216 -0.032
0.109 0.166 -0.278
0.288 -0.351 -0.001
0.038 0.146 -0.413
-0.134 0.202 0.363
-0.856 -0.264 1.202
0.271 0.616 -0.189
1.140 -0.045 1.257
-0.340 -0.143 -0.514
-0.432 -0.078 0.106
-0.587 -0.493 -0.769
0.900 2.355 -0.058
-0.346 -1.568 -0.422
-0.331 -0.655 -0.539
-0.533 -0.393 0.110
0.044 -0.297 0.251
0.203 0.237 0.222
0.362 -0.129 -0.540
0.147 0.250 -0.301
0.499 -1.638 -0.191
-0.279 0.841 0.056
-0.110 0.237 0.116
-0.245 -0.561 -0.150
-0.539 0.695 0.043
0.370 0.589 -0.270
0.321 -0.916 -0.098
0.006 0.851 0.377
-0.416 0.005 0.155
-0.049 0.148 -0.004
0.279 -0.209 -0.131
-0.016 0.188 0.030
-0.091 0.448 -0.026
-0.112 -0.207 0.072

Output
Energy above the lowest of the compared OMol25 structures with the same formula, charge and spin   0.0 kcal per mole
Frontier orbital gap (alpha / beta)   7.7 / 4.4 eV
HOMO level (alpha / beta)   -16.717 / -16.726 eV
Spin multiplicity   6
Lowest unoccupied orbital energy (alpha / beta)   -8.9736 / -12.2924 eV
Charge   +3

Per-atom Löwdin charges, elementary charge units:
1 Fe 0.295
2 P 0.717
3 P 0.771
4 P 0.688
5 H 0.061
6 C -0.078
7 C -0.070
8 H 0.046
9 C -0.217
10 C -0.224
11 C -0.244
12 C -0.255
13 C -0.237
14 C -0.236
15 C -0.237
16 C -0.212
17 C -0.228
18 H 0.080
19 H 0.071
20 H 0.047
21 H 0.042
22 H 0.071
23 H 0.041
24 H 0.035
25 H 0.075
26 H 0.049
27 H 0.076
28 H 0.033
29 H 0.072
30 H 0.007
31 H 0.038
32 H 0.074
33 H 0.035
34 H 0.027
35 H 0.074
36 H 0.037
37 H 0.027
38 H 0.072
39 H 0.036
40 H 0.048
41 H 0.081
42 H 0.043
43 H 0.044
44 H 0.079
45 H 0.046
46 H 0.029
47 C -0.538
48 C -0.082
49 C -0.031
50 C 0.045
51 C -0.001
52 C -0.089
53 Se 1.128
54 H -0.117
55 H 0.103
56 H 0.047
57 H 0.143
58 H 0.142
59 H 0.120
60 N 0.166
61 C -0.156
62 N -0.003
63 C -0.226
64 C -0.052
65 C -0.030
66 C -0.022
67 C 0.029
68 C -0.178
69 H 0.192
70 H 0.134
71 H 0.053
72 H 0.125
73 H 0.133
74 H 0.134

Question: The highest spin multiplicity belongs to which entry?
Answer: C24H43FeN2P3Se